No. 1
{
  "formula": "C5H7NO2",
  "method": "ωB97M-V with the def2-TZVPD basis set",
  "e_homo_ha": -0.344,
  "fmax_ev_per_a": 15.35,
  "lumo_ev": 0.991,
  "gap_ev": 10.34,
  "relative_energy_kcal_mol": 143.8,
  "e_tot_ha": -399.7364,
  "multiplicity": 1,
  "charge": 0,
  "smiles": "O[C@H]1[C@H]2N[C@H]2[C@H]2O[C@@H]12",
  "species": ["O", "C", "C", "N", "C", "C", "O", "C", "H", "H", "H", "H", "H", "H", "H"],
  "positions_angstrom": [[1.763, -0.863, 0.315], [0.836, -0.412, -0.617], [-0.494, -1.141, -0.377], [-1.202, -0.967, 0.636], [-1.606, -0.088, -0.278], [-0.627, 1.253, -0.282], [0.294, 1.223, 0.876], [0.762, 1.020, -0.476], [1.374, -0.823, 1.146], [1.243, -0.435, -1.607], [-0.462, -2.251, -0.725], [-0.972, -0.266, 1.481], [-2.538, 0.005, -0.809], [-1.439, 2.181, -0.241], [1.528, 1.683, -1.053]]
}

---

No. 2
{
  "formula": "C5H7NO2",
  "method": "ωB97M-V with the def2-TZVPD basis set",
  "e_homo_ha": [-0.287, -0.298],
  "fmax_ev_per_a": 2.33,
  "lumo_ev": [-1.013, -0.337],
  "gap_ev": [6.80, 7.76],
  "relative_energy_kcal_mol": 91.4,
  "e_tot_ha": -399.8198,
  "multiplicity": 1,
  "charge": 0,
  "species": ["C", "C", "C", "C", "C", "N", "O", "O", "H", "H", "H", "H", "H", "H", "H"],
  "positions_angstrom": [[-1.887, 0.564, -0.009], [1.400, -0.111, 0.395], [0.087, -1.001, 0.453], [1.145, 1.318, 0.445], [-0.850, -0.472, -0.573], [-0.852, 0.960, -0.658], [-2.884, 0.675, 0.620], [-0.968, -1.232, -1.715], [1.941, -0.433, 1.286], [1.960, -0.375, -0.502], [0.327, -2.044, 0.246], [-0.332, -0.907, 1.453], [0.712, 1.762, 1.322], [1.492, 1.979, -0.322], [-1.291, -0.684, -2.441]]
}

---

No. 3
{
  "formula": "C5H7NO2",
  "method": "ωB97M-V with the def2-TZVPD basis set",
  "e_homo_ha": -0.332,
  "fmax_ev_per_a": 5.92,
  "lumo_ev": 0.681,
  "gap_ev": 9.71,
  "relative_energy_kcal_mol": 144.3,
  "e_tot_ha": -399.7355,
  "multiplicity": 1,
  "charge": 0,
  "smiles": "C=C1CCON=CO1",
  "species": ["C", "C", "C", "C", "O", "N", "C", "O", "H", "H", "H", "H", "H", "H", "H"],
  "positions_angstrom": [[-1.586, 0.906, -1.293], [-0.797, 0.099, -0.638], [-0.540, 0.467, 0.734], [1.017, 0.498, 1.148], [1.968, 0.129, 0.197], [1.891, -1.140, -0.157], [0.870, -1.832, -0.516], [-0.466, -1.194, -1.145], [-2.038, 1.751, -0.703], [-1.831, 0.601, -2.326], [-0.763, 1.623, 0.410], [-1.251, -0.030, 1.344], [1.349, 1.300, 1.690], [1.037, -0.257, 2.047], [1.140, -2.922, -0.793]]
}

---

No. 4
{
  "formula": "C5H7NO2",
  "method": "ωB97M-V with the def2-TZVPD basis set",
  "e_homo_ha": -0.309,
  "fmax_ev_per_a": 1.65,
  "lumo_ev": -0.116,
  "gap_ev": 8.30,
  "relative_energy_kcal_mol": 212.1,
  "e_tot_ha": -399.6276,
  "multiplicity": 1,
  "charge": 0,
  "species": ["C", "C", "C", "C", "C", "N", "O", "O", "H", "H", "H", "H", "H", "H", "H"],
  "positions_angstrom": [[-1.044, 1.442, -0.681], [1.534, 0.276, 0.088], [-2.662, -0.253, -0.052], [-1.222, 0.124, -0.173], [2.997, 0.170, 0.328], [-0.369, -0.907, -0.649], [1.024, -0.841, -0.289], [-1.887, -0.175, 1.085], [-1.409, 2.186, 0.036], [-3.424, 0.515, -0.171], [-2.948, -1.241, -0.402], [3.482, 0.982, -0.209], [3.422, -0.793, 0.035], [3.169, 0.344, 1.392], [-0.664, -1.829, -0.339]]
}

---

No. 5
{
  "formula": "C5H7NO2",
  "method": "ωB97M-V with the def2-TZVPD basis set",
  "e_homo_ha": -0.351,
  "fmax_ev_per_a": 2.97,
  "lumo_ev": -0.432,
  "gap_ev": 9.13,
  "relative_energy_kcal_mol": 53.7,
  "e_tot_ha": -399.8799,
  "multiplicity": 1,
  "charge": 0,
  "smiles": "C=N[C@@H](O)C(=C)C=O",
  "species": ["C", "N", "C", "O", "C", "C", "C", "O", "H", "H", "H", "H", "H", "H", "H"],
  "positions_angstrom": [[-1.922, 1.023, -0.143], [-1.672, -0.152, -0.476], [-0.604, -0.973, 0.036], [-0.385, -2.022, -0.805], [0.732, -0.084, 0.263], [0.978, 0.495, 1.427], [1.589, 0.060, -0.902], [1.422, -0.540, -1.959], [-1.364, 1.634, 0.593], [-2.762, 1.520, -0.614], [-0.888, -1.366, 1.014], [0.181, -1.686, -1.600], [0.325, 0.374, 2.283], [1.818, 1.167, 1.575], [2.554, 0.549, -0.691]]
}

---

No. 6
{
  "formula": "C5H7NO2",
  "method": "ωB97M-V with the def2-TZVPD basis set",
  "e_homo_ha": -0.352,
  "fmax_ev_per_a": 2.58,
  "lumo_ev": 0.662,
  "gap_ev": 10.23,
  "relative_energy_kcal_mol": 46.8,
  "e_tot_ha": -399.8909,
  "multiplicity": 1,
  "charge": 0,
  "smiles": "O=C1[C@H](O)CN2C[C@@H]12",
  "species": ["O", "C", "C", "O", "C", "N", "C", "C", "H", "H", "H", "H", "H", "H", "H"],
  "positions_angstrom": [[1.152, 2.054, -0.121], [0.550, 1.025, -0.181], [1.079, -0.303, 0.289], [2.383, -0.577, -0.223], [-0.033, -1.268, -0.313], [-1.232, -0.462, -0.626], [-1.653, 0.277, 0.509], [-0.905, 0.925, -0.567], [1.160, -0.453, 1.395], [2.777, 0.306, -0.176], [0.332, -1.793, -1.192], [-0.275, -2.057, 0.353], [-1.237, 0.091, 1.516], [-2.727, 0.500, 0.469], [-1.370, 1.734, -1.133]]
}

---

No. 7
{
  "formula": "C5H7NO2",
  "method": "ωB97M-V with the def2-TZVPD basis set",
  "e_homo_ha": -0.352,
  "fmax_ev_per_a": 3.06,
  "lumo_ev": 0.683,
  "gap_ev": 10.27,
  "relative_energy_kcal_mol": 77.5,
  "e_tot_ha": -399.8420,
  "multiplicity": 1,
  "charge": 0,
  "species": ["C", "C", "C", "C", "C", "H", "H", "H", "H", "H", "H", "H", "N", "O", "O"],
  "positions_angstrom": [[0.679, 0.306, -0.091], [0.014, -0.526, 1.081], [-1.009, -0.797, 0.008], [-0.044, -0.640, -1.099], [-0.053, 1.598, -0.061], [2.407, -0.124, 0.426], [-0.269, -0.012, 2.005], [0.578, -1.455, 1.288], [-1.557, -1.750, -0.051], [-0.364, -0.187, -2.014], [0.474, -1.509, -1.348], [0.360, 2.580, -0.013], [-1.295, 1.598, -0.052], [2.017, 0.591, -0.089], [-1.936, 0.326, 0.010]]
}

---

No. 8
{
  "formula": "C5H7NO2",
  "method": "ωB97M-V with the def2-TZVPD basis set",
  "e_homo_ha": [-0.135, -0.376],
  "fmax_ev_per_a": 4.08,
  "lumo_ev": [0.634, -2.012],
  "gap_ev": [4.32, 8.22],
  "relative_energy_kcal_mol": 71.2,
  "e_tot_ha": -399.7054,
  "multiplicity": 3,
  "charge": 0,
  "s_squared": 2.017,
  "species": ["C", "C", "C", "C", "C", "N", "O", "O", "H", "H", "H", "H", "H", "H", "H"],
  "positions_angstrom": [[-0.343, -0.871, -0.049], [0.034, -2.054, 0.379], [-4.281, 0.055, 0.183], [-0.624, -0.039, -1.232], [-0.689, 0.521, 0.186], [0.587, 1.345, 0.526], [-4.630, 0.111, -0.906], [-3.964, 0.003, 1.281], [0.252, -2.237, 1.422], [0.119, -2.907, -0.280], [0.227, 0.143, -1.894], [-1.558, -0.133, -1.771], [1.393, 1.089, -0.067], [0.809, 1.153, 1.503], [0.372, 2.336, 0.405]]
}